Entry A
C4H4N2 | ωB97M-V with the def2-TZVPD basis set

Output
HOMO level ... -0.3836 Eh
Structure (SMILES) ... C#C[C@H](N)C#N

Geometry (Å):
N (-1.261, -0.795, -0.438)
C (-0.429, 0.131, 0.324)
C (1.026, -0.116, 0.198)
C (2.184, -0.404, 0.032)
C (-0.793, 1.541, 0.076)
N (-1.136, 2.643, 0.139)
H (-1.047, -0.726, -1.430)
H (-1.030, -1.749, -0.166)
H (-0.735, 0.104, 1.379)
H (3.220, -0.629, -0.114)

---

Entry B
C4H4N2 | ωB97M-V with the def2-TZVPD basis set

Output
HOMO level (alpha / beta) ... -0.3194 / -0.3199 Eh
Structure (SMILES) ... Cn1cc2nc1-2

Geometry (Å):
C (-0.570, -1.113, -0.026)
C (-1.901, -0.739, -0.033)
C (-1.202, 0.981, -0.003)
C (1.358, 0.493, -0.084)
N (-2.396, 0.439, -0.085)
N (-0.071, 0.115, 0.052)
H (-0.216, -2.044, 0.248)
H (1.453, 1.480, 0.311)
H (1.753, -0.108, 0.778)
H (1.793, 0.496, -1.157)

---

Entry C
C4H4N2 | ωB97M-V with the def2-TZVPD basis set

Output
HOMO level ... -0.3739 Eh

Geometry (Å):
C (-0.462, 0.333, -0.891)
C (-0.337, 0.378, 0.453)
C (-1.482, -0.002, 1.222)
N (-2.384, -0.444, 1.796)
C (1.508, -1.124, 0.562)
N (2.103, -0.513, -0.266)
H (1.914, 0.268, -0.880)
H (-1.450, 0.497, -1.284)
H (0.255, -0.004, -1.631)
H (0.497, 0.737, 1.037)

---

Energy ordering: entry A at the bottom, the next structure 32.6 kcal/mol above.

---

Entry A
C5H10N3O | ωB97M-V with the def2-TZVPD basis set

Output
HOMO level ... -0.5240 Eh
Charge ... +1
Structure (SMILES) ... CC1(C)NC(=O)NC1=[NH2+]

Geometry (Å):
C (0.464, 0.483, 0.803)
C (-0.862, -1.386, 1.457)
C (-0.053, -0.169, -0.431)
C (-1.010, 0.931, -1.016)
C (0.881, -0.683, -1.427)
N (-0.112, -0.261, 1.983)
N (-0.768, -1.317, 0.089)
N (1.111, 1.601, 0.903)
O (-1.379, -2.191, 2.187)
H (-1.768, 0.505, -1.701)
H (-0.291, 1.421, -1.589)
H (-1.472, 1.591, -0.380)
H (1.622, -1.278, -0.861)
H (1.442, 0.119, -1.912)
H (0.391, -1.183, -2.360)
H (0.313, -0.423, 2.877)
H (-1.153, -1.927, -0.538)
H (1.287, 2.096, 0.075)
H (1.356, 2.071, 1.841)

---

Entry B
C5H10N3O | ωB97M-V with the def2-TZVPD basis set

Output
HOMO level (alpha / beta) ... -0.4791 / -0.4792 Eh
Charge ... +1
Structure (SMILES) ... C=C(N)/C(O)=[NH+]\N=C\C

Geometry (Å):
C (0.440, -1.166, -1.016)
C (-0.416, -0.138, 1.806)
C (-0.753, 1.090, 1.145)
C (0.367, -1.446, -2.465)
C (-0.300, 2.278, 1.558)
N (-0.331, -1.651, -0.169)
N (-0.259, -1.309, 1.232)
N (-1.344, 1.023, -0.056)
O (-0.052, -0.276, 3.083)
H (-0.429, -0.927, -3.029)
H (0.090, -2.500, -2.655)
H (1.345, -1.253, -3.016)
H (0.337, 2.355, 2.499)
H (-0.384, 3.107, 0.898)
H (1.106, -0.364, -0.644)
H (0.060, -2.045, 1.844)
H (-1.526, 1.932, -0.434)
H (-1.867, 0.224, -0.365)
H (-0.144, 0.464, 3.698)

---

Entry C
C5H10N3O | ωB97M-V with the def2-TZVPD basis set

Output
HOMO level ... -0.4542 Eh
Charge ... +1
Structure (SMILES) ... CO/C=C\N=C/NC=[NH2+]

Geometry (Å):
C (1.620, -1.958, 0.092)
C (-0.684, -2.196, -0.206)
C (2.008, -0.653, 0.193)
C (-2.345, -0.644, 0.064)
C (1.599, 1.618, -0.033)
N (0.466, -2.634, -0.123)
N (-1.141, -0.899, -0.007)
N (-2.704, 0.563, 0.354)
O (1.147, 0.311, -0.150)
H (2.347, -2.744, 0.192)
H (-1.611, -2.759, -0.375)
H (2.963, -0.337, 0.329)
H (-3.035, -1.434, -0.034)
H (2.364, 1.877, -0.811)
H (2.018, 1.732, 0.967)
H (0.916, 2.336, -0.294)
H (-0.348, -0.225, 0.010)
H (-3.675, 0.723, 0.394)
H (-2.133, 1.506, 0.318)

---

Entry D
C5H10N3O | ωB97M-V with the def2-TZVPD basis set

Output
HOMO level (alpha / beta) ... -0.4959 / -0.5064 Eh
Charge ... +1

Geometry (Å):
C (3.245, -1.502, 0.843)
C (2.368, -1.155, 1.708)
C (3.667, -0.853, -0.474)
C (1.022, 0.373, -0.153)
C (-0.313, 0.892, 0.011)
N (3.079, -0.056, -1.192)
N (1.817, 0.462, -1.171)
N (-2.893, -0.251, 1.279)
O (-0.773, 1.409, -1.205)
H (3.848, -2.417, 0.844)
H (1.787, -1.359, 2.532)
H (4.694, -0.940, -0.768)
H (-0.339, 1.761, 0.841)
H (-1.056, 0.075, 0.435)
H (1.716, 1.056, -1.930)
H (-2.732, 0.172, 2.204)
H (-2.319, -1.148, 1.164)
H (-3.890, -0.437, 1.322)
H (-1.631, 0.958, -1.214)

---

Energy ordering: entry A at the bottom, the next structure 50.6 kcal/mol above.

---

Entry A
C4H5NO | ωB97M-V with the def2-TZVPD basis set

Output
HOMO level (alpha / beta) ... -0.2908 / -0.2908 Eh

Geometry (Å):
C (0.585, 1.245, 0.718)
C (0.383, 0.078, -0.199)
C (-0.345, 0.186, -1.586)
O (1.059, -0.101, -1.413)
C (-0.210, -1.072, 0.256)
N (-0.776, -2.011, 0.771)
H (1.520, 1.155, 1.279)
H (0.589, 2.156, 0.119)
H (-0.247, 1.290, 1.428)
H (-0.803, -0.792, -1.885)
H (-1.755, -2.133, 0.513)

---

Entry B
C4H5NO | ωB97M-V with the def2-TZVPD basis set

Output
HOMO level ... -0.3826 Eh
Structure (SMILES) ... C=CC#N.C=O

Geometry (Å):
N (2.274, 1.447, 0.213)
C (1.389, 0.723, 0.384)
C (0.626, -1.416, -0.250)
C (0.576, -0.429, 0.642)
C (-1.576, 0.968, -0.367)
O (-2.323, 0.130, 0.067)
H (0.331, -2.403, 0.039)
H (1.103, -1.316, -1.221)
H (0.022, -0.473, 1.586)
H (-1.208, 1.813, 0.249)
H (-1.113, 0.904, -1.374)

---

Entry C
C4H5NO | ωB97M-V with the def2-TZVPD basis set

Output
HOMO level ... -0.3410 Eh
Structure (SMILES) ... C=C=CC(N)=O

Geometry (Å):
N (0.563, -1.587, -0.041)
C (1.244, -0.506, 0.466)
O (2.345, -0.592, 0.976)
C (0.517, 0.776, 0.468)
C (-0.719, 0.793, 0.064)
C (-1.797, 0.873, -0.649)
H (1.120, -2.416, -0.166)
H (-0.205, -1.450, -0.683)
H (1.017, 1.654, 0.846)
H (-1.289, 1.839, -0.999)
H (-2.795, 0.614, -0.281)

---

Energy ordering: entry B at the bottom, the next structure 7.4 kcal/mol above.